# C9H14O

A 2-piece molecular cluster, C9H14O overall (ωB97M-V/def2-TZVPD, OMol25).

Atoms and positions in Å:
1 C -1.58 1.39 1.36
2 C -0.19 0.81 1.26
3 C 0.86 1.62 0.84
4 C 2.15 1.11 0.92
5 C 2.38 -0.22 1.24
6 O 3.67 -0.70 1.10
7 C 1.32 -1.07 1.49
8 C 0.04 -0.55 1.40
9 H -2.31 0.60 1.56
10 H -1.88 1.81 0.40
11 H -1.66 2.09 2.19
12 H 0.72 2.67 0.64
13 H 3.04 1.73 0.82
14 H 3.97 -0.41 0.22
15 H 1.49 -2.14 1.51
16 H -0.86 -1.14 1.50
17 C -1.94 -1.22 -2.82
18 C -0.90 -0.68 -1.84
19 H -2.89 -1.38 -2.31
20 H -1.96 -0.55 -3.64
21 H -1.66 -2.23 -3.14
22 H -0.71 -1.37 -1.03
23 H -1.15 0.26 -1.35
24 H 0.06 -0.46 -2.31

LUMO energy = 0.8 eV
HOMO energy = -8.631 eV
SMILES = Cc1ccc(O)cc1.CC
ΔE to the lowest compared entry with this formula, charge and spin = 57.7 kJ/mol

Results of the Mulliken charge analysis, in e, for atoms 1 through 8: -1.3763, 0.5223, -0.3795, -0.5654, 0.4483, -0.5616, -0.5279, -0.4900

# C14H29InNO7

C14H29InNO7 as an isolated structure (ωB97M-V/def2-TZVPD, OMol25).

Atoms and positions in Å:
1 C -3.61 2.35 2.33
2 C -2.63 1.49 1.49
3 O -2.13 0.37 2.22
4 C -0.79 0.67 2.69
5 In 0.12 -0.98 3.98
6 C 2.20 -0.23 4.56
7 C 2.28 1.33 4.47
8 C 3.15 1.87 3.30
9 N 2.52 1.90 1.99
10 H -4.44 1.78 2.76
11 H -3.07 2.83 3.17
12 H -3.94 3.18 1.68
13 H -3.07 1.19 0.52
14 H -1.78 2.16 1.23
15 H -0.07 0.82 1.85
16 H -0.83 1.61 3.29
17 H 0.24 -2.46 2.94
18 H -0.88 -1.42 5.40
19 H 2.54 -0.64 5.52
20 H 2.87 -0.63 3.77
21 H 1.29 1.81 4.38
22 H 2.72 1.75 5.40
23 H 3.39 2.93 3.55
24 H 4.14 1.37 3.23
25 H 2.28 0.98 1.65
26 H 1.75 2.54 1.95
27 C -2.32 -2.46 -0.05
28 C -1.68 -2.13 -1.38
29 C -2.46 -1.14 -2.21
30 O -2.08 -1.51 -3.55
31 C -1.74 -2.82 -3.52
32 O -1.56 -3.49 -4.49
33 O -1.64 -3.27 -2.25
34 H -3.27 -2.98 -0.19
35 H -1.68 -3.12 0.52
36 H -2.49 -1.55 0.53
37 H -0.65 -1.78 -1.22
38 H -2.18 -0.11 -2.00
39 H -3.54 -1.25 -2.11
40 C 1.92 -0.79 -5.93
41 C 1.35 -0.32 -4.61
42 C 1.76 1.08 -4.23
43 O 1.72 1.03 -2.80
44 C 1.95 -0.26 -2.44
45 O 2.17 -0.62 -1.34
46 O 1.88 -1.08 -3.52
47 H 3.01 -0.87 -5.88
48 H 1.54 -1.79 -6.17
49 H 1.65 -0.11 -6.74
50 H 0.26 -0.43 -4.61
51 H 1.06 1.83 -4.60
52 H 2.77 1.34 -4.55

LUMO energy = 2.3 eV
HOMO energy = -4.308 eV
Charge = -1

Results of the Mulliken charge analysis, in e, for atoms 1 through 8: -1.1324, -0.1598, -0.3807, -0.6533, 0.6435, -1.1446, -0.1516, -0.8871

# C2H4N2O2

One molecule with the formula C2H4N2O2 (ωB97M-V/def2-TZVPD, OMol25).

Atoms and positions in Å:
1 O 2.68 -0.51 0.01
2 C 1.76 0.28 0.05
3 N 0.43 -0.08 -0.07
4 C -0.65 0.79 -0.09
5 N -1.91 0.53 0.03
6 O -2.06 -0.83 0.00
7 H 1.89 1.34 0.25
8 H 0.16 -1.03 -0.11
9 H -0.35 1.86 0.00
10 H -3.02 -0.99 0.28

LUMO energy = 0.8 eV
HOMO energy = -9.433 eV
SMILES = O=CN/C=N\O
ΔE to the lowest compared entry with this formula, charge and spin = 278.5 kJ/mol

Results of the Mulliken charge analysis, in e, for atoms 1 through 8: -0.5221, 0.1678, -0.1012, 0.1877, -0.4073, -0.4026, 0.2491, 0.2462